Entry from the OMol25 dataset: one molecule with the formula C4H9NO2 at a distorted geometry (ωB97M-V/def2-TZVPD).

Cartesian coordinates (Å):
C -2.4149 0.9139 1.0233
C -1.4404 -0.0060 0.4298
N -0.5694 0.2730 -0.4378
C 0.5028 -1.0464 -0.4972
O 0.8842 -1.3072 0.6499
O 1.4486 -0.5394 -1.4198
C 2.6885 -0.1281 -0.8127
H -2.6481 1.7651 0.3832
H -3.3111 0.4058 1.3769
H -1.8606 1.2712 1.9006
H -1.2783 -0.9930 0.8874
H -0.4800 -1.7621 -0.9252
H -0.5939 1.0215 -1.1193
H 3.3202 0.2764 -1.6139
H 2.5499 0.6568 -0.0554
H 3.2136 -0.9585 -0.3292

The value obtained for the energy relative to the best compared isomer or geometry (same formula, charge and spin) is 86.0 kcal per mole. For the HOMO-LUMO gap, the calculation gives 8.94 eV. As for the charge: 0. As for the total energy: -9876.3332 eV.

Entry from the OMol25 dataset: one molecule with the formula C4H9NO2 (ωB97M-V/def2-TZVPD).

Cartesian coordinates (Å):
C 0.6845 -1.6864 0.9300
O 0.4165 -0.3095 0.7701
C 1.0144 0.4277 -0.3083
C 0.0080 1.5679 -0.6704
N -1.2922 1.2281 -0.1072
C -1.5934 -0.0982 -0.3624
O -1.2428 -0.6705 -1.3767
H 0.5646 -2.2842 0.0108
H 1.6857 -1.8373 1.3504
H -0.0572 -2.0392 1.6563
H 1.1971 -0.1863 -1.2007
H 1.9599 0.8321 0.0615
H -0.1048 1.6598 -1.7540
H 0.3240 2.5429 -0.2850
H -1.3310 1.4274 0.8858
H -2.2334 -0.5745 0.3998

The value obtained for the energy relative to the best compared isomer or geometry (same formula, charge and spin) is 45.2 kcal per mole. For the HOMO-LUMO gap, the calculation gives 10.62 eV. As for the charge: 0. As for the total energy: -9878.0985 eV.